Entry 1:
Here is C21H26N4O2 in the gas phase from the Open Molecules 2025 dataset. Energies are from ωB97M-V with the def2-TZVPD basis set.

The electronic energy is -1185.361125 Eh. The energy above the lowest of the compared OMol25 structures with the same formula, charge and spin comes out at 0.3339 eV. The LUMO energy is 0.3 eV. Its structure (SMILES) is CC[C@](C)(C(=O)NC1CCCC1)N(C(=O)c1cnccn1)c1ccccc1.

Last column: natural (NBO) charge in e.
CARTESIAN COORDINATES (ANGSTROEM)
C: -1.38658 -2.30668 3.11677  -0.610
C: -0.62433 -1.07085 2.64844  -0.397
C: -0.94296 -0.67926 1.19579  0.062
C: -2.45930 -0.53486 1.03015  -0.635
C: -0.32267 -1.74511 0.24989  0.680
O: 0.56837 -2.48326 0.62451  -0.650
N: -0.84270 -1.76642 -0.98394  -0.623
C: -0.30200 -2.59426 -2.04092  -0.063
C: -1.43952 -3.22153 -2.86497  -0.409
C: -1.54002 -2.34810 -4.11263  -0.404
C: -0.07858 -2.03798 -4.42019  -0.400
C: 0.52360 -1.75509 -3.04272  -0.418
N: -0.27046 0.60310 0.86829  -0.458
C: -0.49979 1.28001 -0.27142  0.678
O: -1.30314 0.96759 -1.14179  -0.644
C: 0.30297 2.53632 -0.44974  0.081
C: -0.34020 3.75413 -0.67038  0.017
N: 0.34055 4.87067 -0.85948  -0.372
C: 1.66164 4.78280 -0.86199  -0.006
C: 2.30563 3.56430 -0.68630  0.001
N: 1.62867 2.44896 -0.47592  -0.373
C: 0.74451 1.09499 1.74164  0.146
C: 1.98195 0.46807 1.80010  -0.147
C: 2.96546 0.97745 2.62783  -0.221
C: 2.72222 2.10930 3.38865  -0.209
C: 1.48799 2.73293 3.32763  -0.211
C: 0.49547 2.22589 2.50737  -0.224
H: -2.45543 -2.12457 3.18626  0.199
H: -1.20879 -3.13568 2.43741  0.220
H: -1.02840 -2.59357 4.10257  0.216
H: 0.44020 -1.29026 2.72630  0.237
H: -0.85256 -0.22770 3.30468  0.208
H: -2.86365 0.02251 1.87339  0.212
H: -2.92074 -1.51755 1.00157  0.225
H: -2.72187 -0.00530 0.12092  0.245
H: -1.42410 -0.99126 -1.27941  0.430
H: 0.30877 -3.35378 -1.54713  0.235
H: -2.36693 -3.25767 -2.29535  0.216
H: -1.17034 -4.23969 -3.14734  0.206
H: -2.04803 -2.84947 -4.93507  0.211
H: -2.07423 -1.42460 -3.88471  0.196
H: 0.03969 -1.19687 -5.10126  0.212
H: 0.39663 -2.91287 -4.86707  0.195
H: 1.58374 -1.99703 -2.99674  0.217
H: 0.40916 -0.69803 -2.79655  0.213
H: -1.41841 3.82961 -0.68622  0.208
H: 2.20409 5.70507 -1.01557  0.201
H: 3.38199 3.46870 -0.71236  0.203
H: 2.16404 -0.40689 1.19559  0.234
H: 3.92890 0.49279 2.67283  0.217
H: 3.49529 2.50734 4.02869  0.216
H: 1.29471 3.61587 3.91852  0.217
H: -0.47054 2.70777 2.45142  0.220



Entry 2:
Here is a 7-piece molecular cluster, C33H68INO12 overall in a non-equilibrium geometry from the Open Molecules 2025 dataset. Energies are from ωB97M-V with the def2-TZVPD basis set.

The electronic energy is -2553.216231 Eh. The LUMO energy is -1.3 eV. Its structure (SMILES) is COCCCCCC1=C(I)C(=O)C(CON=O)=C(CCO)C1=O.CC(C)O.CC(C)O.CC(C)O.CC(C)O.CC(C)O.CC(C)O.

Last column: Löwdin charge in e.
CARTESIAN COORDINATES (ANGSTROEM)
C: -1.34032 2.17729 -0.86846  -0.106
O: -0.61089 2.95397 0.11113  -0.247
C: -0.69180 2.36030 1.42744  -0.214
C: -2.14634 2.75304 2.03818  -0.160
C: -2.28119 1.91290 3.41727  -0.181
C: -2.96802 0.50615 3.04862  -0.219
C: -2.03437 -0.77608 3.41924  -0.144
C: -2.15560 -1.95143 2.32513  -0.126
C: -3.38105 -2.62971 2.11728  -0.499
I: -5.22593 -2.27149 3.19679  0.942
C: -3.40789 -3.75155 0.99875  -0.316
O: -4.27967 -4.64440 1.08889  0.004
C: -2.34695 -3.73547 -0.20546  -0.056
C: -2.76899 -4.44166 -1.58675  -0.076
O: -3.68570 -3.55028 -2.33312  -0.079
N: -3.67540 -2.30157 -1.81597  -0.067
O: -3.96161 -1.48380 -2.63085  0.056
C: -1.08442 -3.10227 -0.00652  -0.050
C: 0.04728 -3.06825 -1.11527  -0.100
C: -0.18201 -1.97442 -2.25050  -0.216
O: -0.41439 -0.63679 -1.74180  -0.119
C: -0.90393 -2.42238 1.43713  -0.198
O: 0.25140 -2.24842 1.90843  0.052
H: -1.53338 1.10848 -0.49071  0.089
H: -0.67255 2.07232 -1.78563  0.093
H: -2.37317 2.61186 -1.11149  0.106
H: -0.57262 1.22139 1.43303  0.124
H: 0.06888 2.78263 2.16687  0.128
H: -2.99472 2.48481 1.30896  0.112
H: -2.17280 3.88025 2.18588  0.104
H: -1.25016 1.73669 3.89402  0.112
H: -2.98730 2.49541 4.10908  0.114
H: -3.98016 0.46848 3.58387  0.066
H: -3.17083 0.41127 1.92342  0.107
H: -2.39205 -1.17502 4.42766  0.099
H: -0.96652 -0.41676 3.56750  0.107
H: -1.86295 -4.70882 -2.23388  0.130
H: -3.39385 -5.35775 -1.30500  0.130
H: 0.07495 -4.10530 -1.61472  0.122
H: 1.09571 -2.92647 -0.66502  0.132
H: 0.79861 -1.92138 -2.85670  0.115
H: -1.01407 -2.21878 -2.99028  0.125
H: -0.95311 -0.20294 -2.44486  0.091
C: -0.36590 -9.36781 0.01938  -0.064
C: -0.21988 -7.89882 -0.34459  -0.496
C: -0.09997 -7.02972 0.89778  -0.056
O: -1.35273 -7.48354 -1.10664  -0.065
H: -1.27011 -9.53452 0.61351  0.083
H: -0.46246 -9.97877 -0.88192  0.080
H: 0.49642 -9.72075 0.59034  0.081
H: 0.66299 -7.76250 -0.97501  0.139
H: -0.99519 -7.11585 1.52220  0.086
H: -0.00711 -5.97557 0.62182  0.064
H: 0.77027 -7.31253 1.49520  0.083
H: -2.13972 -7.60018 -0.55782  0.087
C: 3.06128 0.86175 -0.49395  -0.048
C: 3.16726 2.34442 -0.80705  -0.487
C: 3.23768 3.17269 0.46471  -0.054
O: 2.03457 2.74961 -1.57329  -0.059
H: 2.15250 0.64898 0.07855  0.083
H: 2.99774 0.27846 -1.41408  0.046
H: 3.92467 0.51585 0.08074  0.085
H: 4.05579 2.52974 -1.41744  0.122
H: 2.33488 3.03669 1.06910  0.067
H: 3.30021 4.23745 0.22427  0.075
H: 4.10650 2.89839 1.06872  0.082
H: 1.24217 2.58986 -1.04042  0.043
C: 3.05016 0.28643 -4.01235  -0.069
C: 3.19522 -1.14330 -4.50549  -0.495
C: 4.42839 -1.31466 -5.37839  -0.059
O: 2.03110 -1.49870 -5.24792  -0.064
H: 2.93987 0.98052 -4.84848  0.071
H: 2.15226 0.38791 -3.39633  0.066
H: 3.91694 0.58924 -3.42069  0.080
H: 3.25589 -1.82161 -3.64903  0.133
H: 4.36916 -0.67773 -6.26629  0.079
H: 4.50737 -2.34611 -5.73303  0.078
H: 5.33901 -1.06288 -4.82922  0.081
H: 1.96221 -0.90796 -6.00900  0.090
C: 5.44666 4.11131 -4.22708  -0.053
C: 5.90538 3.04127 -5.20541  -0.492
C: 6.56460 3.65673 -6.42981  -0.065
O: 4.78435 2.25881 -5.61231  -0.076
H: 4.70601 4.77138 -4.68968  0.086
H: 4.96490 3.65578 -3.35793  0.064
H: 6.28779 4.71828 -3.88265  0.082
H: 6.60886 2.36688 -4.70943  0.140
H: 5.86247 4.30131 -6.96834  0.081
H: 6.87881 2.87740 -7.12908  0.079
H: 7.43921 4.25000 -6.15141  0.080
H: 4.15547 2.84593 -6.05244  0.094
C: -4.93581 -1.70673 8.72662  -0.064
C: -5.18252 -0.66584 7.64598  -0.498
C: -6.50631 -0.90597 6.93785  -0.073
O: -4.12123 -0.70985 6.69477  -0.085
H: -4.88941 -2.71235 8.29639  0.082
H: -3.97625 -1.52867 9.21892  0.080
H: -5.72541 -1.68677 9.48197  0.080
H: -5.17957 0.33299 8.09045  0.140
H: -6.51384 -1.88423 6.44589  0.063
H: -6.66534 -0.15781 6.15643  0.078
H: -7.34316 -0.86232 7.63937  0.081
H: -4.11523 -1.59177 6.29520  0.052
C: -0.11964 7.61260 -0.38465  -0.063
C: 0.01906 7.39944 1.11459  -0.496
C: 1.28270 6.62326 1.44843  -0.063
O: -1.11716 6.68639 1.59946  -0.062
H: -0.18526 6.65462 -0.91035  0.081
H: -1.03770 8.16132 -0.61085  0.079
H: 0.72988 8.17230 -0.78441  0.079
H: 0.03678 8.36720 1.62319  0.137
H: 1.26409 5.63142 0.98527  0.065
H: 1.36419 6.46685 2.52747  0.082
H: 2.17466 7.15276 1.10349  0.081
H: -1.14159 5.82753 1.15464  0.069



Entry 3:
Here is C4H10N2O2 in the gas phase in a non-equilibrium geometry from the Open Molecules 2025 dataset. Energies are from ωB97M-V with the def2-TZVPD basis set.

The electronic energy is -418.401401 Eh. The energy above the lowest of the compared OMol25 structures with the same formula, charge and spin comes out at 1.6208 eV. The LUMO energy is 0.7 eV. Its structure (SMILES) is C[C@@H](NCO)C(N)=O.

Last column: natural (NBO) charge in e.
CARTESIAN COORDINATES (ANGSTROEM)
C: 0.73839 1.78210 -0.77991  -0.617
C: 0.21644 0.37995 -0.45404  -0.141
N: -0.07431 0.17058 0.99860  -0.644
C: 0.25507 -1.08216 1.58942  0.091
O: 1.56654 -1.32750 2.03375  -0.728
C: -1.17338 0.16589 -1.06028  0.674
N: -1.55916 -1.08523 -1.41125  -0.819
O: -1.87702 1.13295 -1.29704  -0.616
H: 1.66793 2.04851 -0.25730  0.208
H: 0.88515 1.80168 -1.85071  0.225
H: -0.02709 2.47815 -0.45359  0.236
H: 0.98223 -0.34228 -0.76842  0.179
H: 0.18285 1.01148 1.49046  0.379
H: -0.34621 -1.10569 2.51350  0.177
H: -0.09221 -1.91978 0.96369  0.144
H: 2.21486 -0.98664 1.41551  0.464
H: -1.00148 -1.89151 -1.23616  0.386
H: -2.55862 -1.23049 -1.43623  0.402



Entry 4:
Here is a 4-piece molecular cluster, C7H20ClO7PS3 overall in a non-equilibrium geometry from the Open Molecules 2025 dataset. Energies are from ωB97M-V with the def2-TZVPD basis set.

The electronic energy is -2801.495205 Eh. The LUMO energy is 0.6 eV.

Last column: natural (NBO) charge in e.
CARTESIAN COORDINATES (ANGSTROEM)
O: -0.76757 2.15615 0.14449  -0.564
C: -1.27327 1.28981 0.79319  0.967
O: -0.85231 0.01718 0.77155  -0.719
O: -2.28874 1.52617 1.65673  -0.784
P: -3.76599 0.74413 1.45265  1.396
O: -3.41225 -0.81533 1.25500  -0.980
Cl: -4.34995 1.27736 -0.48169  -0.360
H: -0.61965 -0.14478 -0.15803  0.531
H: -3.01982 -0.96835 0.38895  0.501
C: 2.44755 -1.50484 -0.25512  -0.834
S: 2.12237 -0.37374 -1.61547  1.293
O: 0.65055 -0.46067 -1.89597  -1.025
C: 2.95752 -1.35401 -2.86149  -0.821
H: 1.96678 -1.10370 0.63462  0.242
H: 2.03606 -2.48859 -0.48410  0.225
H: 3.52286 -1.57021 -0.09292  0.230
H: 2.50641 -2.34610 -2.90912  0.222
H: 4.01367 -1.42110 -2.61096  0.239
H: 2.84271 -0.84844 -3.81563  0.240
C: -4.23015 -1.23236 5.71234  -0.834
S: -5.41899 -1.34388 4.36860  1.258
O: -5.96370 0.01847 4.15306  -0.980
C: -6.65526 -2.26685 5.29235  -0.833
H: -3.38241 -0.64931 5.36017  0.241
H: -4.68887 -0.73563 6.56713  0.229
H: -3.89739 -2.23360 5.98562  0.225
H: -6.95103 -1.70154 6.17598  0.229
H: -6.24540 -3.23540 5.57837  0.225
H: -7.51619 -2.41219 4.64448  0.240
C: 6.31944 2.56439 -4.01498  -0.832
S: 4.61852 2.62586 -3.43734  1.266
O: 4.34626 1.33992 -2.74312  -1.005
C: 3.86218 2.51278 -5.06248  -0.833
H: 6.96916 2.57883 -3.14334  0.241
H: 6.48194 1.64672 -4.58004  0.229
H: 6.52220 3.43623 -4.63644  0.229
H: 4.18942 1.59810 -5.55714  0.227
H: 4.14027 3.38568 -5.65216  0.230
H: 2.78306 2.49281 -4.92772  0.247



Entry 5:
Here is C4H2BiLiO2 as an isolated structure in a non-equilibrium geometry from the Open Molecules 2025 dataset. Energies are from ωB97M-V with the def2-TZVPD basis set.

The electronic energy is -525.865003 Eh. The energy above the lowest of the compared OMol25 structures with the same formula, charge and spin comes out at 0.0000 eV. The LUMO energy (alpha / beta) is -4.7 / -6.2 eV. Its spin multiplicity is 2. The expectation value of S² is 0.76. The net charge is +1.

Last column: natural (NBO) charge in e.
CARTESIAN COORDINATES (ANGSTROEM)
H: 0.78239 1.37368 -3.36402  0.196
O: 0.15150 2.33820 -1.69393  -0.554
C: 0.50108 1.32374 -2.29762  0.372
C: 0.51102 0.06487 -1.61813  -0.190
C: 0.42100 -0.84655 -0.78574  -0.409
Li: -0.27199 1.57627 0.16354  0.864
O: -0.61451 -0.64159 2.18948  -0.755
C: -1.02623 0.50346 1.85802  0.002
Bi: 0.40536 -2.03847 1.09800  1.348
H: -1.73133 0.88991 2.65402  0.126



Entry 6:
Here is a 2-piece molecular cluster, BrClFNO overall in a non-equilibrium geometry from the Open Molecules 2025 dataset. Energies are from ωB97M-V with the def2-TZVPD basis set.

The electronic energy is -3263.804401 Eh. The energy above the lowest of the compared OMol25 structures with the same formula, charge and spin comes out at 3.8497 eV. The LUMO energy (alpha / beta) is -1.1 / -1.9 eV.

Last column: natural (NBO) charge in e.
CARTESIAN COORDINATES (ANGSTROEM)
N: -0.59945 -0.41514 0.52576  0.034
O: 0.99157 0.44277 -0.63919  -0.454
F: -0.53548 -1.61053 -0.04526  -0.197
Cl: 2.19046 1.06311 0.17440  0.372
Br: -2.04709 0.51980 -0.01571  0.245



Entry 7:
Here is CH2N2P2 as an isolated structure in a non-equilibrium geometry from the Open Molecules 2025 dataset. Energies are from ωB97M-V with the def2-TZVPD basis set.

The electronic energy is -831.489641 Eh. The energy above the lowest of the compared OMol25 structures with the same formula, charge and spin comes out at 0.9717 eV. The LUMO energy is -0.9 eV.

Last column: natural (NBO) charge in e.
CARTESIAN COORDINATES (ANGSTROEM)
C: 0.51310 0.78307 0.32690  -0.143
N: -0.64429 1.31204 0.21126  -0.806
N: -1.12503 -1.04236 -0.36250  -1.223
P: -1.92894 0.31840 -0.21806  1.197
P: 0.40130 -1.05623 0.28808  0.760
H: 1.49826 1.17484 0.64473  0.206
H: 1.28561 -1.48977 -0.89041  0.009